Molecular formula: C34H82O19
Method: DFT, ωB97M-V with the def2-TZVPD basis set

The orbital gap is 9.77 eV. The calculation puts the LUMO energy at 0.27 eV. For the largest force on an atom, the calculation gives 3.08 eV Å⁻¹. The total energy is -2774.00359 hartree.

XYZ file:
```
135
Properties=species:S:1:pos:R:3:lowdin_charge:R:1
C 5.78147 1.95242 -1.35158 -0.16
C 6.81107 1.38886 -0.42872 -0.18
C 6.38907 -0.09771 -0.34507 -0.19
O 5.14716 -0.30026 -1.01041 -0.18
C 4.54339 1.03709 -1.10147 -0.14
H 6.21542 1.78023 -2.34154 0.12
H 5.49701 3.01638 -1.15567 0.13
H 6.72535 1.84841 0.54935 0.09
H 7.85994 1.49939 -0.78965 0.12
H 6.34755 -0.47210 0.66813 0.10
H 7.15247 -0.67097 -0.92479 0.13
H 4.03768 1.21405 -0.18239 0.09
H 3.86184 1.02023 -1.94015 0.11
C -3.62890 2.11636 2.93892 -0.17
C -2.80627 0.93103 3.41547 -0.16
C -1.45120 1.54501 3.82578 -0.17
O -1.38595 2.81325 3.12821 -0.15
C -2.60638 3.08748 2.45741 -0.23
H -4.30883 2.62038 3.68348 0.13
H -4.36907 1.91070 2.13505 0.11
H -2.79389 0.13022 2.66463 0.10
H -3.22782 0.44433 4.28021 0.10
H -0.63109 0.92287 3.59140 0.07
H -1.44798 1.70691 4.87052 0.11
H -2.40480 2.92452 1.36986 0.11
H -2.76661 4.15699 2.58151 0.12
C -4.03711 -1.58439 -2.28003 -0.17
C -3.09949 -2.63923 -2.80497 -0.14
C -3.85602 -3.23957 -4.02446 -0.16
O -5.23470 -3.17488 -3.59983 -0.15
C -5.39249 -1.87350 -2.94708 -0.16
H -3.68051 -0.59273 -2.53366 0.08
H -4.16601 -1.60701 -1.21968 0.06
H -2.94712 -3.32898 -2.00752 0.10
H -2.15429 -2.30086 -3.12955 0.08
H -3.55787 -4.24919 -4.30519 0.11
H -3.76400 -2.67594 -4.95866 0.12
H -6.19710 -1.96626 -2.25256 0.09
H -5.63704 -1.06119 -3.68701 0.13
C 0.82589 0.76588 -0.44947 -0.12
C -0.52895 0.59312 0.32050 -0.12
C -1.08788 -0.71938 -0.16065 -0.20
O 0.00473 -1.45136 -0.63947 -0.19
C 1.22728 -0.68054 -0.47488 -0.15
H 1.47877 1.37181 0.08015 0.06
H 0.63991 1.15018 -1.44003 0.11
H -1.24913 1.42208 0.16087 0.10
H -0.27608 0.56468 1.40310 0.10
H -1.68940 -0.58354 -1.03092 0.09
H -1.74379 -1.28467 0.56353 0.12
H 1.92832 -1.00365 -1.26822 0.11
H 1.68864 -0.97655 0.50126 0.14
C -5.29670 -3.44826 0.56229 -0.19
C -6.27587 -2.45754 1.13966 -0.14
C -5.36327 -1.17189 1.25202 -0.17
O -4.01109 -1.61213 1.11211 -0.20
C -4.02291 -3.04121 1.21750 -0.21
H -5.14386 -3.36963 -0.52651 0.10
H -5.57508 -4.48671 0.78047 0.12
H -6.58001 -2.87525 2.10871 0.11
H -7.15697 -2.18998 0.52634 0.11
H -5.52618 -0.59544 2.14915 0.10
H -5.47842 -0.55639 0.32644 0.12
H -4.00715 -3.34621 2.25494 0.12
H -3.06691 -3.36034 0.72756 0.12
O 0.42724 4.52213 -2.49842 -0.07
C -0.26911 4.34512 -1.25850 -0.20
C -0.23102 5.75142 -0.58810 -0.21
O 1.07277 6.31940 -0.57081 -0.08
H 0.91691 3.73118 -2.71695 0.07
H -1.27588 4.11369 -1.57465 0.09
H 0.14270 3.60520 -0.54993 0.10
H -0.67132 5.76084 0.45222 0.14
H -0.84957 6.46949 -1.09820 0.11
H 1.31613 6.35646 -1.49398 0.08
O 1.50840 -3.59917 -1.80020 -0.12
C 1.37732 -4.86822 -1.07770 -0.17
C -0.12806 -4.95935 -0.86264 -0.20
O -0.49057 -4.00520 0.15890 -0.09
H 2.43163 -3.39761 -2.01544 0.07
H 1.81656 -5.67231 -1.71392 0.13
H 1.90005 -4.86547 -0.10250 0.13
H -0.44249 -5.89817 -0.48663 0.10
H -0.59793 -4.80545 -1.87089 0.13
H -0.26565 -3.11426 -0.16016 0.04
O -0.59494 -2.63519 5.62883 -0.04
C -0.69542 -1.59472 4.73785 -0.29
C -0.21521 -1.97172 3.32995 -0.19
O -0.79610 -3.26070 3.00952 -0.09
H -0.70379 -3.42827 5.07515 0.09
H -1.75096 -1.28126 4.65410 0.10
H -0.15329 -0.69072 5.10792 0.12
H 0.86671 -2.01179 3.20395 0.11
H -0.59169 -1.22492 2.51784 0.11
H -0.87851 -3.47947 2.06510 0.05
O 0.77758 -1.47817 -3.42452 -0.10
C 1.66917 -2.08858 -4.34582 -0.21
C 3.10381 -1.49784 -4.17308 -0.19
O 3.67607 -2.01106 -2.93394 -0.10
H 0.68774 -2.04443 -2.61746 0.07
H 1.80687 -3.12263 -4.12042 0.10
H 1.45656 -2.02328 -5.42025 0.12
H 2.97378 -0.41791 -4.07440 0.11
H 3.73292 -1.60814 -5.07182 0.11
H 4.21311 -1.32727 -2.44054 0.08
O -1.63405 0.11117 -3.64239 -0.12
C -1.58812 1.39494 -4.28581 -0.21
C -2.88723 2.05955 -3.86230 -0.22
O -2.80617 2.46507 -2.48485 -0.09
H -0.78568 -0.40919 -3.74221 0.07
H -0.68911 1.92620 -4.03181 0.10
H -1.69226 1.16176 -5.39088 0.13
H -3.68152 1.33002 -3.97627 0.11
H -3.05292 2.96497 -4.42467 0.12
H -2.59610 1.65828 -1.97604 0.07
O 2.88648 5.16730 1.37928 -0.08
C 2.19584 3.95882 1.82059 -0.21
C 2.66512 3.69609 3.24769 -0.14
O 4.12302 3.49995 3.08267 -0.11
H 2.36267 5.47284 0.61842 0.04
H 1.12126 4.07856 1.72175 0.10
H 2.44757 3.05569 1.21364 0.11
H 2.28044 2.75392 3.65016 0.11
H 2.47217 4.52307 3.94296 0.13
H 4.49416 4.30694 2.67868 0.10
O 5.38967 1.30595 2.44857 -0.11
C 5.27749 0.48345 3.64819 -0.19
C 3.93127 -0.13353 3.75356 -0.29
O 3.47455 -0.67851 2.56354 -0.06
H 4.98534 2.16962 2.61972 0.02
H 6.02089 -0.30044 3.43038 0.13
H 5.49651 1.07870 4.55401 0.13
H 3.17132 0.53464 4.12968 0.10
H 3.87764 -0.99861 4.46172 0.14
H 3.93648 -0.11834 1.93780 0.05
```

Molecular formula: C34H83F4N5O13PS2
Method: DFT, ωB97M-V with the def2-TZVPD basis set

The orbital gap is 8.48 eV. The charge is +1. The calculation puts the LUMO energy at -2.31 eV. For the largest force on an atom, the calculation gives 2.67 eV Å⁻¹. The total energy is -4133.82834 hartree.

XYZ file:
```
142
Properties=species:S:1:pos:R:3:lowdin_charge:R:1
C 7.61423 2.73179 1.05842 -0.08
C 6.96543 1.59587 0.25010 -0.21
C 5.69180 1.09809 0.94267 -0.16
O 4.81985 0.58513 -0.09197 -0.04
N 3.99020 -0.37028 0.40604 0.15
C 2.74214 -0.44289 0.09427 -0.24
N 1.86152 -1.32038 0.56048 0.04
C 2.23337 -2.21136 1.61831 -0.18
S 2.43999 -1.50442 3.30196 0.69
O 3.29102 -0.35030 3.25031 -0.32
O 3.01811 -2.58504 4.03020 -0.32
C 0.47503 -1.14230 0.10544 -0.33
C -0.45965 -2.23651 0.55055 -0.42
S 0.07132 -3.74654 -0.37922 0.90
C -1.21755 -4.97396 -0.02135 -0.50
C -1.26897 -5.31973 1.49588 -0.13
C -0.05395 0.34450 0.25484 -0.33
C -0.47977 0.50456 1.76094 -0.05
C -1.98482 0.42280 2.10808 -0.46
O -2.55536 1.44893 2.30670 0.08
N -2.65705 -0.83748 2.33730 -0.16
C -3.97049 -0.91574 1.67474 -0.08
C -2.94165 -0.84905 3.79690 -0.05
P -1.69672 0.33867 -0.68664 1.08
C -2.41637 2.05138 -0.77942 -0.22
C -1.45504 -0.10599 -2.48312 -0.37
C -2.87206 -0.56294 -2.97324 -0.14
C 1.08536 1.29528 -0.20343 -0.27
C 1.78576 1.97094 1.04324 -0.10
C 1.12382 3.24552 1.59056 -0.15
C 1.80941 4.57653 1.30999 -0.21
F 3.18135 4.50555 1.44847 -0.04
C 0.70156 2.43689 -1.14071 -0.09
C 1.80133 3.26769 -1.74488 -0.40
C 1.37781 4.03495 -2.99965 -0.02
N 2.98340 3.34230 -1.34575 0.19
N 2.22992 0.53237 -0.77924 0.13
C 2.42622 0.18082 -2.12678 -0.60
F 2.76392 -1.13970 -2.21185 0.14
F 1.47063 0.37508 -2.99797 0.21
F 3.51768 0.79527 -2.63927 0.14
H 7.70604 2.41198 2.09493 0.08
H 8.58354 2.94183 0.61526 0.08
H 6.97078 3.60661 0.97976 0.08
H 6.68085 1.90507 -0.75478 0.12
H 7.63823 0.74043 0.22617 0.11
H 5.98665 0.31974 1.65364 0.13
H 5.17509 1.89091 1.48859 0.13
H 4.40576 -1.02585 1.06238 0.17
H 3.24785 -2.58098 1.43725 0.13
H 1.65420 -3.12183 1.76332 0.09
H 1.21163 -1.28663 3.86269 0.09
H 0.51002 -1.26203 -0.98313 0.09
H -1.50612 -2.11292 0.30551 0.06
H -0.39703 -2.48668 1.61160 0.07
H -0.92354 -5.88719 -0.54148 0.03
H -2.19562 -4.68578 -0.40393 0.08
H -2.16709 -4.87406 1.91662 0.07
H -0.37603 -4.95168 1.99656 0.05
H -1.28372 -6.40165 1.60485 0.07
H -0.20837 1.44778 2.23172 0.09
H -0.03600 -0.28004 2.38311 0.09
H -4.45448 -1.81314 2.06704 0.09
H -4.62358 -0.07869 1.92976 0.07
H -3.86040 -1.07565 0.60760 0.05
H -2.06981 -0.51699 4.36901 0.09
H -3.73817 -0.14424 4.05387 0.08
H -3.19815 -1.84658 4.14682 0.09
H -2.29595 2.50190 -1.76569 0.05
H -3.47523 2.01606 -0.52767 0.05
H -1.96722 2.71638 -0.04181 0.03
H -0.80410 -0.96837 -2.61329 0.07
H -1.19005 0.75519 -3.09667 0.06
H -3.37558 -1.00386 -2.10856 0.04
H -3.48500 0.29436 -3.24233 0.07
H -2.81421 -1.30016 -3.76727 0.07
H 1.84391 1.27030 1.87965 0.09
H 2.82604 2.19250 0.82054 0.10
H 1.10704 3.15824 2.67881 0.11
H 0.06863 3.36400 1.33623 0.09
H 1.45418 5.28025 2.06786 0.10
H 1.53365 5.03044 0.35802 0.10
H -0.01479 3.13867 -0.72059 0.10
H 0.14920 2.02637 -1.99072 0.09
H 0.34904 3.82498 -3.28630 0.07
H 1.61313 5.09270 -2.92424 0.08
H 2.00395 3.62936 -3.80086 0.09
H 3.53398 3.96115 -1.93798 0.09
C 5.33470 -1.22408 -5.10525 -0.15
O 5.28227 -1.54646 -3.71959 -0.13
H 5.75817 -2.07286 -5.63594 0.08
H 4.32965 -1.02697 -5.48904 0.08
H 5.96682 -0.34792 -5.27003 0.08
H 4.90677 -0.78719 -3.26466 0.03
C -5.97331 2.32853 3.28714 -0.15
O -4.84056 2.40876 4.14800 -0.13
H -6.86590 2.53528 3.87356 0.08
H -5.88982 3.06890 2.48644 0.08
H -6.05158 1.33267 2.85466 0.04
H -4.06229 2.22518 3.61004 0.02
C 1.46549 7.38559 5.11782 -0.14
O 1.29243 6.14042 4.44179 -0.15
H 0.54627 7.95688 5.01659 0.08
H 1.66771 7.21758 6.17770 0.08
H 2.28848 7.94914 4.67273 0.08
H 2.11185 5.64390 4.53908 0.08
C -0.92947 -8.97322 -1.32114 -0.12
O -0.21102 -7.87006 -0.76096 -0.15
H -1.85013 -9.10343 -0.75810 0.08
H -1.17422 -8.77288 -2.36537 0.06
H -0.33228 -9.88528 -1.24854 0.08
H 0.60029 -7.76742 -1.26898 0.08
C -2.76353 -8.83358 -4.94472 -0.16
O -2.03733 -7.74308 -4.38847 -0.15
H -3.68383 -8.95491 -4.37792 0.08
H -3.01026 -8.63233 -5.98956 0.08
H -2.17929 -9.75614 -4.87927 0.08
H -1.22643 -7.64927 -4.90416 0.04
C -8.43730 1.76491 0.58704 -0.15
O -7.35110 0.86900 0.81926 -0.15
H -8.02530 2.74152 0.34565 0.08
H -9.04622 1.41644 -0.24993 0.08
H -9.05887 1.84956 1.48142 0.08
H -7.72922 0.00924 1.03147 0.08
C 1.11076 -6.63140 -7.07149 -0.14
O 0.22526 -7.61316 -6.53329 -0.13
H 0.51339 -5.79876 -7.43247 0.08
H 1.79663 -6.27349 -6.30023 0.08
H 1.68025 -7.05149 -7.90252 0.08
H 0.76572 -8.34627 -6.21953 0.08
C -1.79610 4.54657 4.09358 -0.13
O -1.22076 3.24830 3.95678 -0.14
H -1.06289 5.19561 4.56470 0.06
H -2.05340 4.94890 3.10852 0.07
H -2.69159 4.49775 4.71701 0.08
H -1.88118 2.68467 3.53512 0.02
C -1.36331 5.93597 0.09192 -0.13
O -0.89349 5.47502 -1.17640 -0.14
H -1.06519 5.21307 0.84941 0.05
H -0.92252 6.90567 0.33175 0.09
H -2.45223 6.01977 0.08706 0.09
H -1.16287 6.12248 -1.83645 0.09
```